1) 19
Properties=species:S:1:pos:R:3 method="wB97M-V/def2-TZVPD" spin_multiplicity=2 molar_mass_g_mol=74.17 s2=0.7525 charge=+1 homo_lumo_gap_ev="12.13 / 4.39"
C -0.89 0.82 -1.65
C -2.25 0.11 -1.94
H 0.07 0.24 -1.37
H -0.51 1.34 -2.57
H -0.89 1.72 -1.10
H -2.30 -0.36 -2.92
H -3.06 0.89 -2.02
H -2.57 -0.67 -1.25
C 0.70 -0.24 1.58
C 2.02 0.38 1.99
C 0.66 -1.30 0.47
H 0.18 -0.72 2.40
H 0.01 0.68 1.43
H 2.31 1.09 1.16
H -0.28 -1.22 -0.06
H 1.55 -1.11 -0.09
H 2.67 -0.41 2.42
H 1.75 1.10 2.84
H 0.82 -2.34 0.67

2) 19
Properties=species:S:1:pos:R:3 method="wB97M-V/def2-TZVPD" spin_multiplicity=2 molar_mass_g_mol=74.17 s2=0.7527 charge=+1 homo_lumo_gap_ev="12.49 / 4.98"
C -0.40 -0.77 0.96
C -0.51 -1.68 2.15
C -0.77 -1.55 -0.29
H -0.85 0.23 0.84
H 0.67 -0.46 0.93
H -0.78 -2.67 1.82
H -0.33 -0.88 -1.09
H -0.23 -2.48 -0.30
H -1.81 -1.54 -0.62
H 0.26 -1.63 2.91
H -1.50 -1.45 2.61
C 1.45 2.27 -1.12
C 0.19 1.56 -1.58
H 1.55 2.21 -0.04
H 2.30 1.80 -1.61
H 1.44 3.29 -1.48
H -0.13 1.89 -2.58
H -0.78 1.84 -1.12
H 0.20 0.47 -1.77

Sorted by energy, starting with the most stable: 2), 1).

1) 8
Properties=species:S:1:pos:R:3 method="wB97M-V/def2-TZVPD" smiles="O=C=CO.N#N" molar_mass_g_mol=86.05 charge=0 homo_lumo_gap_ev="7.57 / 7.57"
O -0.06 1.83 -1.39
C 0.02 0.96 -0.61
C 0.11 -0.40 -0.38
O 1.14 -0.95 0.34
H -0.48 -1.04 -1.02
H 1.29 -1.85 0.05
N -0.84 0.31 1.85
N -1.19 1.14 1.17

2) 8
Properties=species:S:1:pos:R:3 method="wB97M-V/def2-TZVPD" smiles="N=C=N.O=C=O" molar_mass_g_mol=86.05 charge=0 homo_lumo_gap_ev=11.19
N -0.16 1.07 -0.04
C -0.95 0.19 0.26
N -1.65 -0.79 0.49
H -0.33 2.01 0.27
H -2.51 -0.63 -0.02
O 2.64 0.26 0.16
C 1.87 -0.61 0.25
O 1.14 -1.51 0.36

Sorted by energy, starting with the most stable: 2), 1).

1) 8
Properties=species:S:1:pos:R:3 method="wB97M-V/def2-TZVPD" smiles="O=CN=C=NO" molar_mass_g_mol=86.05 charge=0 homo_lumo_gap_ev=9.99
O -2.59 -0.53 -0.52
C -1.95 0.47 -0.33
N -0.64 0.46 0.14
C 0.38 -0.18 0.08
N 1.40 -0.88 0.18
O 2.63 -0.21 0.07
H -2.35 1.49 -0.41
H 3.12 -0.61 0.79

2) 8
Properties=species:S:1:pos:R:3 method="wB97M-V/def2-TZVPD" smiles=Oc1ncon1 molar_mass_g_mol=86.05 charge=0 homo_lumo_gap_ev=10.14
O 0.75 1.87 0.53
C 0.18 0.71 0.31
N 0.49 -0.22 -0.72
C -0.41 -1.15 -0.60
O -1.23 -0.93 0.37
N -0.79 0.10 1.09
H 1.85 1.54 0.19
H -0.83 -1.93 -1.17

Sorted by energy, starting with the most stable: 2), 1).

1) 19
Properties=species:S:1:pos:R:3 method="wB97M-V/def2-TZVPD" molar_mass_g_mol=89.16 charge=+1 homo_lumo_gap_ev=6.57
N -0.14 0.36 -2.58
C 0.11 -1.29 -0.39
C -1.41 -1.12 0.04
C 0.91 -0.18 0.15
N 0.39 0.25 1.47
C 0.24 1.71 1.70
H 0.00 -1.45 -1.45
H -0.50 1.30 -2.43
H 0.17 0.21 -3.54
H 0.51 -2.24 0.04
H -1.69 -0.08 -0.02
H -1.38 -1.38 1.10
H -2.11 -1.59 -0.65
H 1.97 -0.25 0.31
H 0.52 0.22 -1.84
H 1.10 -0.12 2.10
H -0.31 2.07 0.82
H -0.30 1.92 2.63
H 1.18 2.27 1.65

2) 19
Properties=species:S:1:pos:R:3 method="wB97M-V/def2-TZVPD" molar_mass_g_mol=89.16 charge=+1 homo_lumo_gap_ev=10.75
C 1.95 1.49 -0.21
N 0.67 1.43 -1.03
H 2.58 2.26 -0.67
H 2.46 0.55 -0.21
H 1.70 1.79 0.84
H 0.32 2.37 -1.20
H 0.92 0.99 -1.94
C 0.19 -2.03 0.32
C -1.10 -1.43 -0.17
C -1.98 0.48 1.10
N -1.17 0.01 0.21
H 1.01 -1.62 -0.30
H 0.42 -1.79 1.37
H 0.21 -3.12 0.18
H -1.19 -1.49 -1.25
H -1.96 -1.90 0.33
H -1.98 1.53 1.36
H -2.72 -0.18 1.60
H -0.35 0.66 -0.33

Sorted by energy, starting with the most stable: 2), 1).

1) 19
Properties=species:S:1:pos:R:3 method="wB97M-V/def2-TZVPD" molar_mass_g_mol=89.16 charge=+1 homo_lumo_gap_ev=5.39
C -1.04 -0.05 -0.90
C 0.09 -1.00 -0.58
C 1.49 -0.49 -0.25
C 1.27 0.61 0.87
N 0.77 1.87 0.34
N -1.44 0.82 0.16
H -0.64 0.59 -1.77
H -1.88 -0.57 -1.46
H 0.02 -1.87 -1.31
H -0.28 -1.45 0.35
H 1.94 -1.39 0.16
H 2.15 -0.20 -1.08
H 2.33 0.81 1.19
H -2.52 -1.71 0.08
H 0.77 0.08 1.70
H -0.31 1.62 0.09
H -2.11 -1.16 0.89
H -1.90 0.76 1.20
H 1.28 2.74 0.33

2) 19
Properties=species:S:1:pos:R:3 method="wB97M-V/def2-TZVPD" smiles=C[C@@H](N)[NH+](C)C molar_mass_g_mol=89.16 charge=+1 homo_lumo_gap_ev=11.53
C 0.38 1.84 0.73
C -0.54 0.67 0.45
N -1.39 0.89 -0.61
N 0.37 -0.63 0.26
C -0.37 -1.89 0.39
C 1.06 -0.58 -1.05
H 0.95 2.15 -0.14
H 1.07 1.62 1.55
H -0.23 2.68 1.04
H -1.20 0.53 1.45
H -1.02 1.32 -1.44
H -2.19 0.30 -0.74
H 1.08 -0.59 1.00
H -1.16 -1.93 -0.35
H 0.30 -2.73 0.23
H -0.81 -1.97 1.38
H 0.33 -0.66 -1.85
H 1.60 0.36 -1.16
H 1.77 -1.40 -1.13

3) 19
Properties=species:S:1:pos:R:3 method="wB97M-V/def2-TZVPD" molar_mass_g_mol=89.16 charge=+1 homo_lumo_gap_ev=5.80
C -1.76 1.25 1.29
C -0.58 0.48 0.69
C -0.68 -1.06 0.72
N -0.36 1.01 -0.66
H -2.03 1.01 2.32
H -1.49 2.27 1.18
H -2.69 1.09 0.59
H 0.29 0.80 1.28
H 0.11 -1.45 0.07
H -0.51 -1.41 1.77
H -1.68 -1.46 0.48
H 0.31 0.38 -1.24
H -1.25 1.01 -1.21
C 2.33 -0.63 -0.91
N 1.18 -0.84 -1.77
H 3.01 0.24 -1.03
H 2.87 -1.50 -0.56
H 1.50 -0.72 -2.72
H 1.46 -0.48 -0.28

Sorted by energy, starting with the most stable: 2), 3), 1).

1) 19
Properties=species:S:1:pos:R:3 method="wB97M-V/def2-TZVPD" molar_mass_g_mol=89.16 charge=+1 homo_lumo_gap_ev=6.21
C -1.56 0.57 -0.20
N -2.94 0.26 -0.06
C -0.73 -0.80 -0.12
N 0.59 -0.49 -0.20
C 3.65 1.13 -0.53
C -0.98 -1.40 1.29
H -1.28 1.18 0.66
H -1.28 1.08 -1.12
H -3.39 -0.33 -0.72
H -3.49 1.09 0.14
H -1.14 -1.48 -0.87
H 0.99 -1.03 -0.99
H 4.39 1.01 0.26
H 3.84 2.12 -0.96
H 2.64 1.20 -0.16
H 3.86 0.38 -1.29
H -2.06 -1.38 1.41
H -0.60 -0.75 2.08
H -0.51 -2.37 1.39

2) 19
Properties=species:S:1:pos:R:3 method="wB97M-V/def2-TZVPD" molar_mass_g_mol=89.16 charge=+1 homo_lumo_gap_ev=11.67
C -0.82 -1.48 -0.72
C -0.75 -0.67 0.59
C 0.71 -0.38 0.96
C 1.51 0.24 -0.14
N 0.76 1.45 -0.73
N -1.27 0.76 0.34
H -0.72 -0.82 -1.58
H -1.77 -2.00 -0.79
H -0.07 -2.26 -0.60
H -1.46 -0.98 1.35
H 0.61 0.16 1.91
H 1.24 -1.29 1.26
H 1.74 -0.47 -0.93
H 2.43 0.68 0.23
H 0.60 1.41 -1.72
H 1.25 2.27 -0.42
H -1.36 1.33 1.19
H -2.22 0.82 -0.03
H -0.40 1.25 -0.17

3) 19
Properties=species:S:1:pos:R:3 method="wB97M-V/def2-TZVPD" smiles=CNCC[NH2+]C molar_mass_g_mol=89.16 charge=+1 homo_lumo_gap_ev=10.83
C -0.53 1.85 -1.46
N 0.00 1.45 -0.14
C 1.10 0.50 -0.22
C 0.53 -0.90 -0.45
N -0.68 -1.06 0.46
C -0.38 -1.61 1.83
H 0.29 1.98 -2.16
H -1.11 2.75 -1.35
H -1.13 1.03 -1.86
H 0.27 2.29 0.36
H 1.80 0.72 -1.01
H 1.69 0.56 0.71
H 0.24 -1.13 -1.48
H 1.23 -1.67 -0.18
H -1.41 -1.59 0.01
H -0.97 -0.05 0.53
H -0.67 -2.65 1.85
H -0.95 -1.02 2.55
H 0.68 -1.47 2.01

Sorted by energy, starting with the most stable: 3), 2), 1).

1) 15
Properties=species:S:1:pos:R:3 method="wB97M-V/def2-TZVPD" smiles=CP1CCPN1 molar_mass_g_mol=121.06 charge=0 homo_lumo_gap_ev=9.47
C 1.62 0.58 0.95
P 0.90 0.88 -0.69
C 0.15 -0.81 -1.00
C -0.82 -1.13 0.04
P -1.97 0.33 0.34
N -0.68 1.44 -0.01
H 1.98 1.59 1.45
H 2.46 -0.16 0.96
H 0.76 0.18 1.44
H 1.02 -1.53 -1.17
H -0.25 -0.61 -1.94
H -1.42 -2.02 -0.14
H -0.39 -1.26 0.98
H -2.52 0.16 -1.06
H -0.85 2.38 -0.14

2) 15
Properties=species:S:1:pos:R:3 method="wB97M-V/def2-TZVPD" smiles="C=CNPCP" molar_mass_g_mol=121.06 charge=0 homo_lumo_gap_ev=9.24
C 1.62 -1.19 -0.33
C 1.97 -0.06 0.31
N 1.28 1.13 0.32
P -0.24 1.52 -0.37
C -1.23 0.29 0.75
P -2.86 -0.25 0.04
H 0.79 -1.18 -0.89
H 2.24 -2.07 -0.31
H 2.93 0.05 0.88
H 1.70 1.96 0.74
H -0.18 0.48 -1.37
H -1.33 0.90 1.64
H -0.44 -0.58 1.03
H -2.31 -1.22 -0.96
H -2.98 0.88 -0.94

Sorted by energy, starting with the most stable: 1), 2).

1) 19
Properties=species:S:1:pos:R:3 method="wB97M-V/def2-TZVPD" molar_mass_g_mol=102.16 charge=+1 homo_lumo_gap_ev=10.26
C 1.13 1.65 0.12
C 2.46 1.08 -0.19
C 1.17 -2.24 0.13
C -3.11 0.32 -0.55
C 0.65 -0.87 0.10
N 1.35 0.20 0.06
O -2.00 0.36 0.33
H 1.08 1.90 1.22
H 0.52 2.20 -0.61
H 2.78 1.08 -1.16
H 3.18 1.20 0.57
H 2.23 -2.46 0.25
H 0.80 -2.52 1.16
H 0.47 -2.84 -0.53
H -3.87 -0.28 0.00
H -2.90 -0.11 -1.47
H -3.24 1.36 -0.86
H -0.36 -0.57 0.13
H -2.31 0.52 1.28

2) 19
Properties=species:S:1:pos:R:3 method="wB97M-V/def2-TZVPD" molar_mass_g_mol=102.16 charge=+1 homo_lumo_gap_ev=9.28
C -1.74 -0.25 2.30
C -1.42 -1.12 1.09
C -0.51 -0.53 0.08
C -0.05 0.71 0.03
N 0.77 1.11 -1.07
C 0.88 2.27 -1.56
H -2.73 0.18 2.33
H -1.66 -0.84 3.21
H -0.95 0.50 2.40
H -0.96 -2.08 1.36
H -2.33 -1.43 0.57
H -0.27 -1.13 -0.79
H -0.17 1.48 0.77
H 1.24 0.35 -1.57
H 0.50 3.14 -1.04
H 1.41 2.37 -2.50
H 2.36 -1.88 -2.55
H 3.22 -1.50 -1.32
O 2.39 -1.32 -1.76

Sorted by energy, starting with the most stable: 2), 1).

1) 19
Properties=species:S:1:pos:R:3 method="wB97M-V/def2-TZVPD" molar_mass_g_mol=102.16 charge=+1 homo_lumo_gap_ev=8.16
C -0.28 -2.11 0.23
C 0.72 -2.53 1.07
N -1.58 -1.84 0.86
H -0.22 -2.00 -0.84
H 1.75 -2.63 0.68
H 0.52 -2.62 2.16
H -1.64 -2.10 1.86
H -1.85 -0.84 0.71
H -2.33 -2.43 0.43
C -0.75 1.43 -1.50
C 0.32 1.56 -0.66
O 1.56 1.63 -1.27
C 0.27 1.89 0.83
H -1.76 1.49 -1.04
H -0.61 1.51 -2.60
H 2.23 2.06 -0.69
H -0.75 1.79 1.24
H 1.01 1.26 1.38
H 0.58 2.95 1.03

2) 19
Properties=species:S:1:pos:R:3 method="wB97M-V/def2-TZVPD" molar_mass_g_mol=102.16 charge=+1 homo_lumo_gap_ev=7.83
C -1.85 1.62 -0.05
C -1.46 0.30 0.68
C 2.10 -0.97 0.44
C 1.16 0.78 -0.79
C -1.13 -0.79 -0.12
N 1.44 -0.48 -0.69
O -0.68 -2.02 0.26
H -1.04 2.29 0.28
H -2.85 1.84 0.12
H -1.52 0.32 1.79
H 2.37 -0.05 0.97
H 1.37 -1.44 1.03
H 3.03 -1.47 0.09
H -1.68 1.38 -1.05
H 1.53 1.49 -0.03
H 0.49 1.21 -1.52
H -1.20 -0.69 -1.14
H 0.94 -1.12 -1.37
H -1.03 -2.23 1.11

Sorted by energy, starting with the most stable: 1), 2).

1) 20
Properties=species:S:1:pos:R:3 method="wB97M-V/def2-TZVPD" molar_mass_g_mol=108.18 charge=0 homo_lumo_gap_ev=7.22
C -0.78 -0.48 2.45
C -0.04 -0.69 1.34
C -0.16 -0.02 0.03
C -1.00 1.05 -0.08
C -0.74 2.43 0.48
C 0.49 -0.74 -1.13
C 0.11 -0.53 -2.41
C 1.86 -1.27 -0.77
H -1.13 0.49 2.78
H -0.86 -1.22 3.24
H 0.50 -1.61 1.45
H -1.82 0.95 -0.82
H 0.12 2.33 1.16
H -1.52 2.88 1.10
H -0.48 3.03 -0.39
H -0.95 -0.59 -2.66
H 0.92 -0.74 -3.11
H 1.71 -1.97 0.05
H 2.50 -0.45 -0.44
H 2.39 -1.71 -1.61

2) 20
Properties=species:S:1:pos:R:3 method="wB97M-V/def2-TZVPD" smiles="C=C[C@H]1C(=C)C1(C)C" molar_mass_g_mol=108.18 charge=0 homo_lumo_gap_ev=9.07
C 3.10 0.37 -0.39
C 2.00 -0.08 0.28
C 0.81 -0.51 -0.43
C -0.39 -1.26 -0.11
C -0.85 -2.50 0.13
C -0.81 0.15 -0.04
C -0.99 0.74 1.30
C -1.54 0.78 -1.16
H 3.93 0.58 0.28
H 3.30 0.29 -1.38
H 1.96 0.11 1.35
H 0.95 -0.25 -1.43
H -1.88 -2.62 0.46
H -0.16 -3.34 0.05
H -0.95 1.88 1.33
H -0.17 0.25 1.85
H -1.85 0.39 1.71
H -1.32 0.18 -2.25
H -1.12 1.76 -1.22
H -2.61 0.93 -1.06

Sorted by energy, starting with the most stable: 2), 1).

1) 20
Properties=species:S:1:pos:R:3 method="wB97M-V/def2-TZVPD" smiles="C=C(C)/C=C/C=C/C" molar_mass_g_mol=108.18 charge=0 homo_lumo_gap_ev=9.07
C -2.87 1.69 -0.83
C -2.17 0.59 -0.51
C -2.80 -0.75 -0.71
C -0.82 0.71 0.10
C 0.21 -0.10 -0.16
C 1.48 0.07 0.56
C 2.51 -0.76 0.42
C 3.86 -0.62 1.05
H -2.59 2.72 -0.67
H -3.93 1.54 -1.00
H -2.35 -1.29 -1.56
H -3.83 -0.72 -1.06
H -2.70 -1.48 0.10
H -0.82 1.57 0.73
H 0.09 -0.91 -0.87
H 1.64 1.07 0.95
H 2.39 -1.63 -0.22
H 4.35 -1.56 1.24
H 4.51 -0.03 0.40
H 3.84 -0.11 2.02

2) 20
Properties=species:S:1:pos:R:3 method="wB97M-V/def2-TZVPD" smiles="C=C(C)C(=C)/C=C/C" molar_mass_g_mol=108.18 charge=0 homo_lumo_gap_ev=10.00
C 2.18 1.20 0.10
C 1.60 0.00 0.22
C 2.18 -1.29 -0.45
C 0.32 -0.07 0.94
C -0.04 -0.65 2.07
C -0.79 0.56 0.02
C -1.89 -0.07 -0.33
C -2.83 0.56 -1.30
H 3.13 1.37 -0.41
H 1.62 2.00 0.62
H 2.64 -1.95 0.33
H 3.02 -0.96 -1.09
H 1.34 -1.72 -0.96
H -1.13 -0.80 2.34
H 0.53 -1.05 2.89
H -0.61 1.60 -0.32
H -2.22 -1.07 0.05
H -3.83 0.21 -1.25
H -2.44 0.44 -2.35
H -2.79 1.69 -1.12

3) 20
Properties=species:S:1:pos:R:3 method="wB97M-V/def2-TZVPD" smiles=C[C@]12[C@]3(C)[C@@]1(C)[C@]23C molar_mass_g_mol=108.18 charge=0 homo_lumo_gap_ev=8.41
C -0.08 2.57 -0.17
C 0.00 1.07 -0.05
C -0.82 -0.14 0.20
C -1.94 -0.79 1.18
C 0.69 -0.17 0.43
C 1.80 -0.82 1.15
C 0.12 -0.14 -0.93
C 0.22 -0.89 -2.17
H 0.76 3.09 -0.81
H -0.07 3.04 0.94
H -1.11 2.79 -0.71
H -2.94 -0.63 0.77
H -1.77 -0.26 2.20
H -1.77 -1.80 1.41
H 2.37 -0.34 1.96
H 2.55 -1.18 0.37
H 1.41 -1.73 1.63
H -0.85 -1.47 -2.29
H 0.81 -1.80 -2.03
H 0.62 -0.39 -3.07

Sorted by energy, starting with the most stable: 1), 2), 3).